7
Properties=species:S:1:pos:R:3 method="wB97M-V/def2-TZVPD" de_lowest_kj_mol=85.0 molar_mass_g_mol=131.61 lumo_ev=-1.0 e_tot_ev=-37760.9014
N -0.763 -0.264 -1.125
O -1.715 -2.250 -0.218
S -0.429 1.761 1.364
S -1.630 -1.464 -1.377
Cl 1.604 2.474 1.522
H -0.531 0.362 -1.818
H -0.428 1.059 0.351


7
Properties=species:S:1:pos:R:3 method="wB97M-V/def2-TZVPD" de_lowest_kj_mol=195.3 molar_mass_g_mol=131.61 lumo_ev="-3.6 / -3.6" e_tot_ev=-37759.7579
N 1.076 -0.100 -0.085
O -0.673 -0.641 1.641
S -1.339 -1.568 -0.961
S -0.545 -0.241 0.289
Cl -1.636 2.259 -0.436
H 1.230 0.124 -1.060
H 1.886 0.166 0.611


6
Properties=species:S:1:pos:R:3 method="wB97M-V/def2-TZVPD" de_lowest_kj_mol=127.1 molar_mass_g_mol=100.44 lumo_ev=-1.4 e_tot_ev=-25939.3500 smiles="O=PCl.O"
O 2.041 -1.447 0.576
P 3.171 -1.449 1.505
Cl 2.539 -0.178 2.920
O -0.519 0.144 -0.351
H 0.230 -0.503 -0.165
H 0.033 0.896 -0.156


Values of max |F|, in order: 5.2, 3.3, 2.5, all in eV Å⁻¹.